DFT (wB97M-V/def2-TZVPD) results for a 10-piece molecular cluster, C73H161F2N9O7S2 overall.

Computed properties:
net charge: +6
molecular weight: 1379.3 g/mol
gap between HOMO and LUMO: 4.34 eV
highest occupied orbital energy: -12.96 eV

Positions of all 254 atoms, in Å:
N (0.4148, 1.5587, 1.3588)
S (-0.5780, 0.5718, 0.8683)
O (-0.5047, -0.8230, 1.2501)
O (-1.2530, 0.8968, -0.4106)
F (-1.7824, 1.0817, 1.8675)
S (1.7713, 0.7562, 0.9101)
O (1.8887, 0.3457, -0.5372)
O (2.3256, -0.1103, 1.9046)
F (2.7748, 2.0896, 0.8681)
C (-4.6455, 5.9411, 0.3163)
C (-3.8085, 5.2794, -0.7853)
C (-3.2781, 6.3781, -1.7057)
N (-2.2546, 5.9820, -2.8106)
C (-2.9100, 4.8569, -3.7248)
C (-1.9499, 4.4404, -4.8349)
C (-0.6424, 3.8647, -4.2389)
C (0.0253, 4.9303, -3.4227)
C (-0.8545, 5.5469, -2.3087)
C (-2.0443, 7.2567, -3.7384)
H (-4.1436, 6.7685, 0.8178)
H (-5.0970, 5.3609, 1.1211)
H (-5.4409, 6.4653, -0.2136)
H (-4.4860, 4.6190, -1.3265)
H (-3.0250, 4.6840, -0.3167)
H (-2.6537, 7.0060, -1.0701)
H (-4.1255, 6.8499, -2.2031)
H (-3.0857, 4.0645, -2.9972)
H (-3.8638, 5.1961, -4.1291)
H (-2.4854, 3.7987, -5.5346)
H (-1.7466, 5.2909, -5.4855)
H (-0.7869, 2.9781, -3.6215)
H (0.0601, 3.5118, -4.9940)
H (0.9043, 4.4556, -2.9868)
H (0.4051, 5.6542, -4.1437)
H (-1.0844, 4.7858, -1.5631)
H (-0.2578, 6.3812, -1.9398)
H (-1.1446, 7.3066, -4.3517)
H (-1.8600, 8.1001, -3.0729)
H (-2.9513, 7.4091, -4.3233)
C (1.3560, -9.6630, -4.3729)
C (1.9611, -8.2761, -4.1406)
C (1.0161, -7.0565, -4.4260)
N (1.6737, -5.6432, -4.4254)
C (0.5158, -4.6027, -4.5182)
C (1.0265, -3.1434, -4.5636)
C (1.8836, -2.9767, -5.8208)
C (3.0666, -4.0212, -5.8561)
C (2.6055, -5.4617, -5.6992)
C (2.5406, -5.5493, -3.1609)
H (2.0687, -10.3335, -3.8926)
H (1.3760, -9.9450, -5.4256)
H (0.3150, -9.7501, -4.0618)
H (2.8659, -8.1529, -4.7358)
H (2.2422, -8.2289, -3.0886)
H (0.2493, -7.0510, -3.6514)
H (0.5267, -7.1150, -5.3982)
H (0.0162, -4.8277, -5.4605)
H (-0.1467, -4.8063, -3.6770)
H (0.2878, -2.3453, -4.4897)
H (1.6765, -2.9982, -3.7008)
H (1.2881, -3.1054, -6.7246)
H (2.1393, -1.9481, -6.0752)
H (3.6612, -3.9415, -6.7661)
H (3.8277, -3.8643, -5.0918)
H (2.1211, -5.9226, -6.5601)
H (3.3992, -6.1889, -5.5280)
H (3.3143, -6.3050, -3.2969)
H (1.8498, -5.8137, -2.3603)
H (2.9690, -4.5479, -3.1187)
C (-12.9378, -3.3887, -3.1026)
C (-11.6603, -2.6048, -3.1986)
C (-10.4765, -3.3806, -3.8126)
N (-9.2062, -2.5064, -4.1130)
C (-8.6895, -1.8716, -2.7997)
C (-7.2311, -1.3584, -2.8467)
C (-6.1615, -2.2939, -3.4721)
C (-6.6983, -2.8292, -4.8302)
C (-8.1085, -3.5033, -4.7235)
C (-9.5193, -1.4055, -5.2215)
H (-12.7737, -4.1865, -2.3783)
H (-13.2885, -3.8645, -4.0185)
H (-13.7148, -2.8100, -2.6030)
H (-11.4178, -2.3705, -2.1620)
H (-11.8776, -1.6624, -3.7013)
H (-10.6537, -3.8551, -4.7778)
H (-10.0361, -3.9788, -3.0149)
H (-8.7496, -2.6959, -2.0891)
H (-9.4392, -1.1679, -2.4378)
H (-6.9340, -1.0936, -1.8320)
H (-7.1308, -0.4439, -3.4313)
H (-5.9941, -3.1630, -2.8359)
H (-5.2448, -1.7250, -3.6274)
H (-5.9185, -3.5555, -5.0593)
H (-6.5605, -2.0745, -5.6045)
H (-8.1767, -4.3637, -4.0578)
H (-8.4370, -3.9698, -5.6521)
H (-10.0572, -1.8699, -6.0481)
H (-8.5517, -0.9489, -5.4295)
H (-10.1133, -0.5859, -4.8171)
C (8.0096, -1.6810, 2.4772)
C (7.7716, -3.0643, 3.2089)
C (6.6259, -3.7850, 2.3745)
N (6.2029, -5.1533, 3.0979)
C (5.5055, -4.9576, 4.5136)
C (4.8107, -6.2735, 4.9856)
C (3.8970, -6.9444, 3.9949)
C (4.5657, -7.0799, 2.6232)
C (5.2758, -5.8278, 2.0443)
C (7.5149, -6.0419, 3.2874)
H (8.5519, -1.8588, 1.5485)
H (8.7495, -1.2008, 3.1175)
H (7.0878, -1.1918, 2.1623)
H (7.4543, -2.7938, 4.2160)
H (8.7682, -3.5039, 3.1666)
H (6.8962, -4.0134, 1.3435)
H (5.7296, -3.1661, 2.4168)
H (4.7604, -4.1809, 4.3414)
H (6.2885, -4.6353, 5.1999)
H (4.2609, -5.9652, 5.8749)
H (5.5443, -7.0016, 5.3316)
H (3.0427, -6.2977, 3.7947)
H (3.6589, -7.9532, 4.3320)
H (3.8317, -7.4578, 1.9114)
H (5.3072, -7.8741, 2.7100)
H (4.5913, -5.0755, 1.6523)
H (6.0904, -6.0118, 1.3438)
H (7.3434, -7.1168, 3.2301)
H (8.0408, -5.6665, 4.1653)
H (8.2167, -5.8174, 2.4841)
C (6.8379, 0.6098, -4.6726)
C (7.9891, 0.6115, -5.7376)
C (8.1043, -0.6631, -6.5647)
N (9.2940, -0.6515, -7.5474)
C (9.0557, -1.9731, -8.3623)
C (10.2339, -2.3924, -9.2797)
C (11.5991, -2.4569, -8.5648)
C (11.8354, -1.1884, -7.7811)
C (10.6505, -0.6883, -6.8628)
C (9.1489, 0.5854, -8.4795)
H (6.9903, 0.2981, -3.6392)
H (6.0332, 0.0307, -5.1254)
H (6.3625, 1.5828, -4.5482)
H (8.9129, 0.8024, -5.1916)
H (7.8753, 1.4479, -6.4273)
H (7.1956, -0.7281, -7.1632)
H (8.1861, -1.5299, -5.9090)
H (8.9950, -2.7822, -7.6345)
H (8.0916, -1.8653, -8.8594)
H (10.2443, -3.3134, -9.8625)
H (10.4179, -1.5817, -9.9847)
H (11.5834, -3.3320, -7.9151)
H (12.3553, -2.6054, -9.3356)
H (12.7161, -1.2735, -7.1446)
H (12.0942, -0.4518, -8.5417)
H (10.6390, -1.3010, -5.9614)
H (10.7362, 0.3653, -6.5970)
H (9.3493, 1.4969, -7.9162)
H (8.1655, 0.6262, -8.9479)
H (9.8978, 0.4602, -9.2614)
C (7.2867, 9.8166, 3.8745)
C (6.1793, 9.1627, 4.6548)
C (5.1052, 8.7285, 3.6342)
N (3.8748, 7.8453, 4.0700)
C (3.1512, 7.3307, 2.8059)
C (1.7690, 6.7987, 3.2196)
C (0.9131, 7.7412, 4.0941)
C (1.6788, 8.1506, 5.4276)
C (3.0509, 8.7331, 5.0860)
C (4.3580, 6.6104, 4.8101)
H (7.6686, 9.2275, 3.0407)
H (8.1000, 10.0719, 4.5537)
H (7.0267, 10.7903, 3.4592)
H (5.7657, 9.8152, 5.4238)
H (6.6508, 8.3395, 5.1916)
H (5.5254, 8.1747, 2.7946)
H (4.7526, 9.6151, 3.1072)
H (3.0336, 8.2015, 2.1610)
H (3.7127, 6.5960, 2.2287)
H (1.2589, 6.4933, 2.3060)
H (1.8888, 5.8470, 3.7374)
H (0.7540, 8.6551, 3.5217)
H (-0.0381, 7.2411, 4.2758)
H (1.1139, 8.9037, 5.9770)
H (1.9052, 7.3627, 6.1460)
H (2.9679, 9.6458, 4.4959)
H (3.7021, 8.9218, 5.9395)
H (5.2132, 6.1898, 4.2811)
H (3.6019, 5.8356, 4.9371)
H (4.7002, 7.0176, 5.7615)
C (-5.9712, -2.2822, 3.4586)
C (-6.5543, -1.0207, 3.9255)
C (-8.0826, -1.0411, 3.5701)
N (-8.7913, 0.2480, 3.9640)
C (-8.2931, 1.4694, 3.1351)
C (-8.8145, 1.4923, 1.7210)
C (-10.3458, 1.4025, 1.6968)
C (-10.8357, 0.1221, 2.3303)
C (-10.3079, 0.0190, 3.7521)
C (-8.5695, 0.5534, 5.4232)
H (-6.4790, -3.1207, 3.9353)
H (-4.8847, -2.2594, 3.5424)
H (-6.0919, -2.3615, 2.3782)
H (-6.0836, -0.1308, 3.5075)
H (-6.3141, -1.1186, 4.9841)
H (-8.5010, -1.8399, 4.1823)
H (-8.3633, -1.3336, 2.5583)
H (-7.2043, 1.4543, 3.1844)
H (-8.5397, 2.3035, 3.7921)
H (-8.3568, 0.6292, 1.2375)
H (-8.3693, 2.3577, 1.2302)
H (-10.8042, 1.4921, 0.7119)
H (-10.7360, 2.2418, 2.2723)
H (-10.4255, -0.7075, 1.7544)
H (-11.9054, -0.0288, 2.1855)
H (-10.5205, -0.9392, 4.2262)
H (-10.8571, 0.7309, 4.3682)
H (-9.1873, 1.4020, 5.7170)
H (-7.5049, 0.6629, 5.6303)
H (-8.9777, -0.0996, 6.1946)
C (-3.3449, 4.2904, 6.9922)
C (-2.7570, 2.9945, 7.5850)
C (-1.3641, 2.6013, 6.9703)
N (-0.9022, 1.1906, 7.4589)
C (-1.9018, 0.1364, 6.9539)
C (-1.3712, -1.3143, 7.1758)
C (0.0382, -1.5703, 6.6166)
C (1.0627, -0.5336, 6.9918)
C (0.5022, 0.9367, 6.7578)
C (-0.6684, 1.0007, 9.0202)
H (-3.9501, 4.1069, 6.1044)
H (-2.5881, 5.0726, 6.9324)
H (-4.1235, 4.5527, 7.7084)
H (-3.5829, 2.2876, 7.5058)
H (-2.7001, 3.1624, 8.6604)
H (-0.5583, 3.2229, 7.3606)
H (-1.3453, 2.7501, 5.8907)
H (-2.0330, 0.3426, 5.8916)
H (-2.9019, 0.2735, 7.3649)
H (-2.1233, -1.9824, 6.7562)
H (-1.4443, -1.5304, 8.2417)
H (0.0371, -1.7696, 5.5450)
H (0.4107, -2.5159, 7.0106)
H (1.9756, -0.7225, 6.4269)
H (1.3745, -0.5947, 8.0344)
H (0.5027, 1.2923, 5.7274)
H (1.2535, 1.6412, 7.1147)
H (0.0000, 0.1719, 9.2536)
H (-1.6105, 0.8731, 9.5533)
H (-0.3360, 1.9316, 9.4796)
O (-0.2585, -5.0841, 1.1738)
C (-1.1721, -5.8182, 0.5691)
O (-2.0383, -5.2087, -0.0098)
O (-1.0964, -7.0632, 0.5330)
H (-0.7292, -4.2490, 1.2247)

Cartesian forces (eV/Å) of the 2 atoms listed first:
5.1620 0.8784 0.2841
-10.0282 -2.8643 -2.5461